Entry 1:
The following is a DFT calculation (ωB97M-V/def2-TZVPD) of a structure of composition C21H39FeNP2 in a non-equilibrium geometry.

Structure (ORCA input):
```
! RIJCOSX wB97M-V def2-TZVPD def2/J DEFGRID3
* xyz 0 5
P -2.2705 1.1714 0.1685
P 1.8874 -0.3425 1.2536
C -0.5573 -0.1392 -0.7439
C 0.6107 -0.8919 -0.0664
H -0.2551 0.4894 -1.5864
H -1.3016 -0.8980 -0.9911
H 0.3014 -1.9229 0.1587
H 1.4482 -0.9403 -0.7679
C 3.2537 0.4634 0.3503
H 3.9513 0.8517 1.1090
H 2.8662 1.2935 -0.2665
H 3.7522 -0.2886 -0.2832
C 2.3656 -2.0085 1.7926
H 2.9544 -2.4754 0.9851
H 1.4644 -2.6072 2.0017
H 2.9725 -1.9022 2.7021
C -2.7338 2.4955 -0.9649
H -3.3156 3.2422 -0.4046
H -3.3386 2.0952 -1.7930
H -1.8206 2.9654 -1.3623
C -3.6761 0.0446 0.4247
H -3.2920 -0.9284 0.7685
H -4.2427 -0.0863 -0.5092
H -4.3261 0.4795 1.2031
Fe -0.1654 0.6398 0.8641
C 0.6063 -2.1183 -2.4805
C 1.3287 -1.0348 -2.8733
C 1.0776 -0.3479 -4.1717
C -0.4248 -0.0943 -4.5250
C -1.3961 0.0228 -3.3846
C -2.1466 -1.0067 -2.9320
C -1.8640 -2.4348 -3.3118
C -0.3564 -2.8531 -3.3553
C -1.9491 1.9027 1.8256
H 0.8316 -2.6678 -1.5609
H 2.2959 -0.7800 -2.4127
H 1.5241 -0.9548 -4.9843
H 1.6262 0.6101 -4.1830
H -0.4669 0.8603 -5.0774
H -0.7547 -0.8870 -5.2142
H -1.5351 1.0381 -2.9982
H -3.0764 -0.8382 -2.3668
H -2.3026 -2.6398 -4.3086
H -2.3875 -3.1132 -2.6163
H -0.3035 -3.9137 -3.0477
H -0.0140 -2.8259 -4.4008
H -1.0038 1.5808 2.3202
H -2.7666 1.5811 2.4944
H -1.9278 3.0076 1.7389
C 1.8696 3.1915 2.3985
C 1.6542 2.0463 3.2939
C 2.0935 1.9482 4.6223
C 1.5801 0.7502 5.1450
C 0.8513 0.1214 4.1259
C 0.0845 -1.1208 4.2889
N 0.9208 0.9135 2.9901
H 1.4559 3.0945 1.3805
H 2.9452 3.4009 2.3112
H 1.4013 4.0819 2.8522
H 2.6817 2.7094 5.1102
H 1.6815 0.3366 6.1374
H 0.7599 -1.9840 4.3972
H -0.4792 -1.0376 5.2349
H -0.6475 -1.3454 3.4952
*
```

The value obtained for the lowest unoccupied orbital energy (spin up / spin down) is 0.523 / 0.093 eV. The calculation puts the energy above the lowest of the compared OMol25 structures with the same formula, charge and spin at 334.9 kJ/mol. For the max |F|, the calculation gives 0.073 Eh/bohr. Its HOMO energy (spin up / spin down) is -3.31 / -6.44 eV. The calculation puts the orbital gap (spin up / spin down) at 3.84 / 6.53 eV.


Entry 2:
The following is a DFT calculation (ωB97M-V/def2-TZVPD) of an isolated molecule of C5H12O3SSi in a non-equilibrium geometry.

Structure (ORCA input):
```
! RIJCOSX wB97M-V def2-TZVPD def2/J DEFGRID3
* xyz 0 1
C 1.3208 -1.7686 -0.0742
C 0.5314 -0.8708 0.9546
C -2.3404 -0.7049 0.0758
C -0.0445 0.5771 -1.7193
C -0.7036 1.9972 0.8885
O 2.5779 1.5003 0.0963
O 2.3598 -0.9260 -0.5345
O 1.6240 -0.2630 1.6791
Si -0.6964 0.3575 0.0903
S 2.7973 0.1923 0.6263
H 1.6201 -2.8693 0.3252
H 0.7081 -1.7978 -1.0155
H 0.1364 -1.6888 1.5913
H -2.1254 -1.7647 0.0010
H -2.9130 -0.3587 0.9628
H -3.0264 -0.4397 -0.7717
H 0.6194 1.5193 -1.7886
H 0.6564 -0.2259 -2.0363
H -0.7742 0.6411 -2.5850
H -0.9713 2.7804 0.1987
H -1.5376 1.9510 1.6397
H 0.1813 2.1622 1.3954
*
```

The value obtained for the lowest unoccupied orbital energy is 0.760 eV. The calculation puts the energy above the lowest of the compared OMol25 structures with the same formula, charge and spin at 106.2 kJ/mol. For the max |F|, the calculation gives 0.065 Eh/bohr. Its HOMO energy is -9.99 eV. The calculation puts the orbital gap at 10.75 eV.


Entry 3:
The following is a DFT calculation (ωB97M-V/def2-TZVPD) of a cluster of 12 separate species, C55H108N2O24P in total in a non-equilibrium geometry.

Structure (ORCA input):
```
! RIJCOSX wB97M-V def2-TZVPD def2/J DEFGRID3
* xyz 1 1
C -0.6900 -2.1280 1.8594
C 0.4865 -1.1868 1.4451
N 0.1216 0.1195 1.0177
C 0.7137 1.3512 1.2911
C -0.0569 2.3672 0.6550
N -0.9489 1.7390 -0.1298
C -0.7970 0.3954 0.0422
C -1.7645 2.4445 -1.1133
H -0.3434 -3.0085 2.4004
H -1.0986 -2.5279 0.9315
H -1.4546 -1.6014 2.4306
H 1.0698 -1.6204 0.6327
H 1.1783 -1.0885 2.2817
H 1.5244 1.4242 2.0009
H 0.0152 3.4439 0.6984
H -1.2861 -0.2794 -0.6446
H -2.8527 2.3862 -1.0906
H -1.6218 1.8952 -2.0439
H -1.3798 3.4162 -1.4230
C -3.0055 -5.1867 -1.4245
C -2.3711 -4.0261 -1.1937
C -1.5720 -3.5451 -2.1655
C -1.3252 -4.2844 -3.3361
C -1.9528 -5.4893 -3.5336
C -2.7639 -5.9576 -2.5738
O -3.5187 -7.0250 -2.7784
O -1.0051 -2.2919 -2.0117
H -3.6337 -5.5393 -0.6199
H -2.5782 -3.5214 -0.2616
H -0.7182 -3.9651 -4.1705
H -1.9523 -5.8904 -4.5364
H -4.3428 -7.0238 -2.2859
H -0.8059 -1.8435 -2.8369
C 3.6713 4.2220 -2.3849
C 2.9449 3.1574 -1.7045
C 3.6419 1.9539 -1.4488
C 4.9981 1.7931 -1.8563
C 5.6798 2.9305 -2.3338
C 5.0252 4.1261 -2.5648
O 5.7287 5.0945 -3.1324
O 2.9852 0.8958 -0.9762
H 3.2314 5.1648 -2.6748
H 1.8881 3.2748 -1.5151
H 5.4073 0.8155 -1.6483
H 6.7029 2.7147 -2.6045
H 6.6149 4.8192 -3.3781
H 3.5000 0.1487 -0.6627
C -4.5304 1.4215 1.5707
C -4.3627 2.7233 1.1131
C -3.5073 3.5637 1.6831
C -2.7319 3.1464 2.7720
C -2.7843 1.8519 3.2528
C -3.7209 1.0196 2.6367
O -3.9916 -0.2238 3.1225
O -3.4162 4.8363 1.2689
H -5.2200 0.7049 1.1496
H -4.8674 3.1713 0.2699
H -2.0444 3.8711 3.1825
H -2.1864 1.4437 4.0542
H -4.7287 -0.6817 2.7120
H -4.1391 5.1163 0.7028
C -1.1244 7.9165 -0.1444
O -0.6792 6.8050 0.6504
P 0.8183 6.2963 0.3094
O 0.9558 5.5817 -1.0142
O 1.1604 5.3758 1.6304
C 2.5429 5.1559 2.0210
O 1.8242 7.6760 0.5787
C 2.9385 7.8541 -0.2993
H -1.8718 8.3955 0.4881
H -1.8516 7.5912 -0.8883
H -0.3906 8.6506 -0.4772
H 3.2559 5.6430 1.3559
H 2.8037 4.0977 1.9985
H 2.7791 5.5643 3.0037
H 2.6849 8.4402 -1.1827
H 3.4531 6.9547 -0.6373
H 3.6943 8.3808 0.2834
C -1.3409 6.8969 -3.6468
O -0.9970 5.8852 -4.5503
C 0.0045 4.9482 -4.0290
C 0.4449 4.0014 -5.2100
O -0.5578 3.0815 -5.6560
C -0.8800 2.9320 -7.0354
H -0.4709 7.4007 -3.2255
H -1.8828 6.3553 -2.8715
H -1.9344 7.7349 -4.0123
H -0.2567 4.4576 -3.0914
H 0.8112 5.5976 -3.6888
H 1.2746 3.3404 -4.9594
H 0.8291 4.5883 -6.0443
H -1.8861 2.5155 -7.0857
H -0.2503 2.2733 -7.6333
H -1.0297 3.9168 -7.4780
C 5.4460 -1.8252 -0.7242
O 4.1222 -1.7800 -0.1335
C 3.9745 -2.5245 1.0823
C 3.7269 -4.0055 0.8851
O 2.3588 -4.2303 0.5666
C 1.9167 -3.9176 -0.7785
H 5.8367 -2.8190 -0.5056
H 6.1374 -1.0991 -0.2966
H 5.4048 -1.6858 -1.8044
H 3.1413 -2.0923 1.6365
H 4.7797 -2.2633 1.7690
H 3.9106 -4.6175 1.7682
H 4.4450 -4.4063 0.1697
H 0.8408 -4.0070 -0.9285
H 2.5045 -4.3297 -1.5988
H 1.9014 -2.8333 -0.8883
C 0.2958 -5.7923 2.3491
O -0.8715 -6.6316 2.5455
C -0.5209 -7.5469 3.5975
C -1.7304 -8.4723 3.8229
O -1.5719 -9.7835 3.2213
C -0.8252 -10.7336 4.0099
H 0.0833 -5.1598 1.4872
H 1.2051 -6.3275 2.0757
H 0.4904 -5.1901 3.2366
H -0.2239 -7.0562 4.5244
H 0.2717 -8.2427 3.3224
H -2.5585 -7.8838 3.4281
H -2.0080 -8.5066 4.8765
H -0.9637 -11.7488 3.6379
H -1.0617 -10.5075 5.0496
H 0.2442 -10.5288 3.9578
C 0.7011 -3.6638 5.8165
O -0.6941 -3.4499 5.8548
C -1.5092 -4.0830 6.7768
C -2.9015 -3.5021 6.7848
O -3.0226 -2.2121 7.4676
C -2.3615 -1.0700 6.8147
H 1.0425 -3.1375 4.9252
H 0.9046 -4.7284 5.7009
H 1.1793 -3.3100 6.7299
H -1.1545 -4.1567 7.8048
H -1.6697 -5.0518 6.3036
H -3.5426 -4.1889 7.3375
H -3.3309 -3.4313 5.7855
H -2.4972 -0.8980 5.7469
H -1.2813 -1.0677 6.9600
H -2.9253 -0.3196 7.3689
C -1.7314 -1.4743 -5.9087
O -0.9329 -1.1791 -4.7851
C 0.2830 -0.4054 -5.0106
C 1.0921 -0.1682 -3.7553
O 1.6476 -1.2401 -3.0619
C 2.7814 -1.9304 -3.6745
H -2.2743 -0.5630 -6.1595
H -2.5432 -2.1346 -5.6034
H -1.1483 -1.9072 -6.7215
H -0.0777 0.5433 -5.4080
H 0.8447 -0.9412 -5.7758
H 0.4209 0.4387 -3.1476
H 1.8306 0.6306 -3.8230
H 3.6402 -1.2594 -3.6535
H 2.6631 -2.2041 -4.7229
H 2.9544 -2.7871 -3.0232
C -3.7189 3.5284 -4.5074
O -4.0261 2.8067 -3.3441
C -5.0495 1.8455 -3.6279
C -5.3997 1.1363 -2.2953
O -4.4763 0.3887 -1.5826
C -3.7661 -0.5546 -2.3275
H -2.7612 4.0453 -4.4463
H -4.4957 4.2737 -4.6783
H -3.7503 2.8713 -5.3765
H -4.5909 1.1581 -4.3387
H -5.8893 2.2712 -4.1770
H -6.2230 0.4504 -2.4945
H -5.7063 1.8732 -1.5529
H -3.2625 -1.2645 -1.6713
H -3.0676 -0.0369 -2.9848
H -4.5024 -1.0130 -2.9876
C 0.8342 -0.1132 5.1958
O 1.8216 0.1798 4.2610
C 2.9370 0.7964 4.8155
C 4.0023 0.7494 3.7259
O 3.7093 1.6749 2.6528
C 4.7388 1.6823 1.7137
H 0.6819 0.7362 5.8617
H 1.0176 -1.0490 5.7236
H -0.1114 -0.1885 4.6589
H 3.2484 0.2674 5.7162
H 2.7278 1.8133 5.1473
H 4.2444 -0.2711 3.4292
H 4.9282 1.0801 4.1965
H 5.6644 1.9218 2.2372
H 4.3606 2.3128 0.9091
H 4.8614 0.6961 1.2660
*
```

The value obtained for the lowest unoccupied orbital energy is -1.237 eV. For the max |F|, the calculation gives 0.093 Eh/bohr. Its HOMO energy is -9.58 eV. The calculation puts the orbital gap at 8.34 eV.


Entry 4:
The following is a DFT calculation (ωB97M-V/def2-TZVPD) of a cluster of 3 separate species, C4H4N2 in total in a non-equilibrium geometry.

Structure (ORCA input):
```
! RIJCOSX wB97M-V def2-TZVPD def2/J DEFGRID3
* xyz 0 1
C 1.9800 1.4102 0.2271
C 2.1347 0.4609 -0.4962
N 0.4503 -2.2670 -0.1463
N -0.2339 -2.4799 0.6879
C -2.6242 -0.0068 0.1669
C -1.6035 0.5269 -0.1807
H 1.8380 2.2493 0.8736
H 2.2657 -0.3887 -1.1319
H -3.5252 -0.4874 0.4825
H -0.6818 0.9824 -0.4830
*
```

Its SMILES is C#C.C#C.N#N. The value obtained for the lowest unoccupied orbital energy is 1.280 eV. The calculation puts the energy above the lowest of the compared OMol25 structures with the same formula, charge and spin at 320.6 kJ/mol. For the max |F|, the calculation gives 0.032 Eh/bohr. Its HOMO energy is -10.58 eV. The calculation puts the orbital gap at 11.86 eV.


Number 1: energy -76853.07932 eV. Number 2: energy -30233.80633 eV. Number 3: energy -120179.62828 eV. Number 4: energy -7189.36598 eV.